# 1
Here is an isolated ion of composition HNO6P and charge -1 at a distorted geometry from the OMol25 dataset. Energies are from wB97M-V/def2-TZVPD.

## Properties
Max |F| in eV Å⁻¹: 3.50
E_tot in eV: -23079.1789
Net charge: -1
LUMO level in eV: 3.89
Frontier orbital gap in eV: 9.83
SMILES: O=[N+]([O-])[P@@](=O)([O-])OO

Positions of all 9 atoms, in Å:
N -0.34 0.92 1.07
O -0.92 0.16 1.77
O 1.78 1.11 -0.83
O -0.49 2.12 0.97
O 1.21 -1.15 0.35
O -1.08 -1.29 -1.12
O -0.53 0.00 -1.15
P 0.80 0.14 -0.20
H -0.43 -2.02 -0.85

Results of the natural (NBO) charge analysis, in e, for atoms 1 through 8: number 1, N, carries 0.290; number 2, O, carries -0.396; number 3, O, carries -1.097; number 4, O, carries -0.429; number 5, O, carries -1.145; number 6, O, carries -0.470; number 7, O, carries -0.544; number 8, P, carries 2.310

---

# 2
Here is a 2-piece molecular cluster, HO2P overall at a distorted geometry from the OMol25 dataset. Energies are from wB97M-V/def2-TZVPD.

## Properties
Max |F| in eV Å⁻¹: 1.38
E_tot in eV: -13393.2305
LUMO level (spin up / spin down) in eV: -0.77 / -0.60
Frontier orbital gap (spin up / spin down) in eV: 10.23 / 7.77

Positions of all 4 atoms, in Å:
O -1.16 -0.95 -0.21
O -1.10 0.27 0.65
P -0.34 0.36 -0.75
H 2.60 0.33 0.31

Atom-resolved charges from natural (NBO), all expressed in e: number 1, O, carries -0.504; number 2, O, carries -0.525; number 3, P, carries 1.070; number 4, H, carries -0.042